# C12H11N2S

C12H11N2S as an isolated structure in a non-equilibrium geometry (wB97M-V/def2-TZVPD, the OMol25 dataset).

Element x y z (Å)
C -3.474 -2.401 1.091
C 3.130 2.911 -0.895
C 2.438 1.942 -1.591
C 2.712 3.327 0.336
C 1.190 1.514 -1.202
C 1.590 2.715 0.942
C 0.800 1.779 0.165
C -0.448 1.254 0.693
C -0.881 -0.004 0.337
C -2.024 -0.654 0.879
C -1.486 -2.886 -0.692
C -0.790 -3.872 0.093
N -4.321 -3.094 1.396
N -2.465 -1.775 0.607
S -1.921 -2.471 -2.149
H 4.005 3.369 -1.373
H 2.773 1.551 -2.507
H 3.264 4.216 0.729
H 0.609 0.878 -1.859
H 1.166 2.954 1.957
H -1.142 1.746 1.286
H -0.482 -0.597 -0.506
H -2.699 0.086 1.539
H 0.325 -3.817 -0.147
H -0.968 -4.864 -0.366
H -0.899 -3.806 1.238

HOMO energy   -12.38 eV
Energy relative to the best compared isomer or geometry (same formula, charge and spin)   181.6 kJ/mol
2S+1   1
Net charge   +1
E   -26426.4713 eV
Frontier orbital gap   7.246 eV

# C46H126N10O12

A 12-piece molecular cluster, C46H126N10O12 overall in a non-equilibrium geometry (wB97M-V/def2-TZVPD, the OMol25 dataset).

Element x y z (Å)
C -21.323 9.442 6.252
O -20.954 10.708 5.659
C -20.563 10.512 4.340
C -19.763 11.763 3.895
C -19.491 11.634 2.399
N -18.582 11.892 4.724
H -22.312 9.246 5.810
H -21.460 9.638 7.316
H -20.630 8.632 6.062
H -19.838 9.697 4.253
H -21.453 10.340 3.714
H -20.392 12.648 4.008
H -20.510 11.604 1.967
H -19.011 10.663 2.275
H -18.914 12.466 2.033
H -18.857 11.738 5.692
H -17.910 11.158 4.476
C -24.995 14.452 8.404
O -24.860 14.885 9.806
C -24.268 16.210 9.945
C -24.217 16.480 11.438
C -23.581 17.860 11.658
N -23.430 15.509 12.082
H -24.860 13.381 8.293
H -24.452 15.075 7.690
H -26.023 14.752 8.130
H -23.324 16.238 9.398
H -24.944 16.942 9.474
H -25.273 16.556 11.745
H -22.528 17.780 11.342
H -23.622 18.195 12.705
H -24.056 18.608 11.036
H -23.843 14.593 12.034
H -23.339 15.629 13.083
C -21.147 11.709 12.124
O -21.998 10.802 12.788
C -23.043 11.560 13.430
C -23.924 10.654 14.258
C -24.435 9.502 13.354
N -24.968 11.468 14.869
H -20.414 11.164 11.526
H -20.652 12.396 12.822
H -21.763 12.348 11.474
H -22.539 12.246 14.112
H -23.689 12.085 12.669
H -23.310 10.233 15.052
H -25.198 9.846 12.640
H -24.851 8.680 13.931
H -23.621 9.123 12.752
H -25.541 11.758 14.090
H -25.517 10.950 15.526
C -26.871 5.055 3.122
O -25.894 4.818 4.119
C -24.641 5.126 3.594
C -23.546 5.092 4.671
C -23.837 6.374 5.457
N -22.260 4.976 3.939
H -26.939 6.140 2.875
H -27.830 4.733 3.480
H -26.676 4.526 2.181
H -24.414 4.429 2.774
H -24.756 6.143 3.178
H -23.698 4.270 5.390
H -23.147 6.675 6.254
H -24.832 6.253 5.910
H -23.898 7.275 4.854
H -22.194 4.092 3.420
H -21.435 5.169 4.505
C -20.978 13.267 7.673
O -20.087 13.213 8.795
C -20.222 14.182 9.826
C -19.743 15.575 9.381
C -18.430 15.567 8.665
N -19.820 16.463 10.481
H -20.894 12.315 7.158
H -20.769 14.112 7.042
H -22.014 13.344 8.000
H -21.283 14.214 10.126
H -19.656 13.799 10.673
H -20.483 15.969 8.683
H -18.177 16.499 8.184
H -18.456 14.692 8.009
H -17.682 15.237 9.419
H -20.676 16.376 11.025
H -19.030 16.315 11.091
C -27.558 6.203 7.176
O -28.660 7.066 7.062
C -29.877 6.341 7.143
C -30.381 5.734 5.848
C -30.582 6.768 4.733
N -31.635 5.117 6.223
H -27.510 5.585 8.106
H -26.667 6.793 7.137
H -27.493 5.529 6.309
H -29.762 5.556 7.885
H -30.632 7.036 7.563
H -29.662 4.977 5.456
H -29.645 7.127 4.285
H -31.068 7.679 5.076
H -31.136 6.335 3.890
H -32.273 4.998 5.465
H -31.559 4.284 6.763
C -18.011 10.052 8.167
O -19.101 9.156 8.293
C -19.770 9.116 9.575
C -20.518 7.826 9.695
C -21.282 7.904 11.060
N -19.655 6.674 9.695
H -17.564 9.946 7.190
H -17.276 9.793 8.953
H -18.331 11.079 8.346
H -19.047 8.950 10.367
H -20.346 10.040 9.734
H -21.218 7.641 8.868
H -21.728 6.937 11.305
H -22.052 8.677 10.971
H -20.592 8.254 11.841
H -19.014 6.708 8.908
H -19.110 6.697 10.542
C -26.214 12.273 11.332
O -27.151 12.111 12.409
C -28.077 13.149 12.440
C -27.659 14.583 12.593
C -27.017 14.838 13.993
N -28.933 15.264 12.444
H -26.733 12.545 10.420
H -25.762 11.318 11.212
H -25.493 13.067 11.518
H -28.659 13.163 11.512
H -28.752 12.897 13.276
H -26.884 14.888 11.878
H -26.488 15.776 14.122
H -26.288 14.068 14.237
H -27.722 14.673 14.802
H -29.495 14.972 11.633
H -28.735 16.236 12.242
C -26.501 8.769 3.316
O -26.136 10.174 3.396
C -25.047 10.432 4.296
C -25.125 11.905 4.691
C -23.846 12.289 5.447
N -26.297 12.265 5.447
H -25.747 8.191 2.773
H -27.460 8.715 2.818
H -26.579 8.328 4.329
H -25.242 9.852 5.238
H -24.114 10.140 3.816
H -25.209 12.558 3.798
H -23.856 13.336 5.673
H -22.949 12.088 4.867
H -23.645 11.694 6.341
H -27.048 11.743 4.989
H -26.223 11.750 6.298
C -29.551 13.601 6.493
O -29.627 13.338 7.854
C -28.786 12.262 8.235
C -29.154 10.875 7.735
C -30.700 10.655 7.909
N -28.422 9.928 8.557
H -28.549 13.833 6.140
H -30.199 14.447 6.247
H -29.882 12.751 5.881
H -27.739 12.554 8.003
H -28.845 12.294 9.340
H -28.897 10.744 6.688
H -31.258 11.532 7.584
H -30.926 10.449 8.960
H -31.039 9.772 7.354
H -28.714 8.974 8.358
H -28.701 10.220 9.491
C -22.037 2.386 8.339
C -21.809 3.869 8.596
C -23.166 4.557 8.769
O -21.030 4.041 9.818
H -22.602 2.163 7.443
H -22.645 1.940 9.125
H -21.130 1.751 8.253
H -21.196 4.329 7.820
H -23.755 4.209 9.611
H -23.840 4.453 7.896
H -23.051 5.643 8.953
H -20.680 4.945 9.900
C -24.383 8.381 8.966
C -24.709 9.822 9.218
C -23.469 10.678 9.279
O -25.547 10.431 8.228
H -23.823 8.234 8.036
H -25.262 7.742 8.997
H -23.799 7.922 9.746
H -25.223 9.903 10.183
H -22.975 10.807 8.315
H -22.731 10.247 9.974
H -23.708 11.691 9.683
H -26.481 10.078 8.341

HOMO energy   -8.66 eV
Energy relative to the best compared isomer or geometry (same formula, charge and spin)   23.2 kJ/mol
2S+1   1
E   -89211.0381 eV
Frontier orbital gap   9.256 eV
SMILES string   COC[C@H](C)N.COC[C@H](C)N.COC[C@H](C)N.COC[C@H](C)N.COC[C@H](C)N.COC[C@H](C)N.COC[C@H](C)N.COC[C@H](C)N.COC[C@H](C)N.COC[C@H](C)N.CC(C)O.CC(C)O

# C8H8F2N3S

An isolated ion of composition C8H8F2N3S and charge +1 in a non-equilibrium geometry (wB97M-V/def2-TZVPD, the OMol25 dataset).

Element x y z (Å)
H 1.091 0.579 2.103
N 0.522 -0.047 1.554
C 0.965 -0.597 0.525
C 2.331 -0.280 -0.039
N 3.275 -1.212 -0.402
C 3.141 -2.477 -0.248
C 2.763 1.005 -0.067
F 3.992 1.191 -0.475
C 1.997 2.216 0.024
F 2.796 3.280 0.193
N 0.738 2.431 0.012
C -0.299 1.777 0.020
C -1.377 1.179 -0.257
S -2.898 0.649 -0.429
C -3.918 2.185 -0.117
H 0.146 -1.178 0.012
H 4.110 -0.905 -0.868
H 3.966 -3.010 -0.586
H 2.194 -2.976 0.041
H -4.822 2.102 -0.512
H -4.087 2.193 0.930
H -3.357 2.910 -0.663

HOMO energy (alpha / beta)   -11.49 / -11.49 eV
Energy relative to the best compared isomer or geometry (same formula, charge and spin)   0.0 kJ/mol
2S+1   1
Net charge   +1
E   -29153.5542 eV
Frontier orbital gap (alpha / beta)   5.821 / 5.825 eV
SMILES string   [H]\N=C/C([NH+]=C)=C(F)\C(F)=N/C#CSC

# C43H32BiCl4N4O6Sb2

C43H32BiCl4N4O6Sb2 as an isolated structure in a non-equilibrium geometry (wB97M-V/def2-TZVPD, the OMol25 dataset).

Element x y z (Å)
Bi -0.128 0.044 -0.248
Cl 1.622 6.963 1.149
C 1.676 5.222 1.016
C 1.470 4.446 2.150
C 1.476 3.073 2.045
Cl 1.227 2.125 3.473
C 1.669 2.412 0.814
O 1.598 1.106 0.720
C 1.972 3.232 -0.294
C 2.441 2.692 -1.586
O 2.770 1.554 -1.827
C 1.942 4.624 -0.191
H 1.289 4.914 3.107
H 2.534 3.469 -2.372
H 2.142 5.227 -1.069
Cl -7.066 2.835 0.690
C -5.365 2.479 0.547
C -4.436 3.341 1.133
C -3.099 3.055 1.057
Cl -1.956 4.143 1.765
C -2.600 1.883 0.422
O -1.321 1.669 0.497
C -3.565 1.075 -0.231
C -3.271 -0.052 -1.091
O -2.182 -0.485 -1.449
C -4.936 1.380 -0.134
H -4.764 4.233 1.648
H -4.166 -0.541 -1.506
H -5.653 0.733 -0.623
C 3.201 -1.572 -1.089
C 3.455 -2.954 -0.438
C 3.731 -2.895 1.073
Sb 2.004 -2.398 2.274
C 2.783 -2.961 4.205
C 3.397 -4.189 4.446
C 3.699 -4.585 5.740
C 3.382 -3.763 6.816
C 2.777 -2.538 6.589
C 2.482 -2.140 5.289
C 1.175 -4.419 2.195
C 0.128 -4.675 3.083
C -0.367 -5.958 3.262
C 0.179 -7.020 2.552
C 1.215 -6.783 1.663
C 1.706 -5.492 1.487
Sb 1.692 -1.361 -2.658
C 2.920 -2.515 -4.018
C 3.612 -1.834 -5.018
C 4.487 -2.502 -5.868
C 4.676 -3.868 -5.730
C 3.988 -4.560 -4.742
C 3.121 -3.889 -3.890
C 0.338 -3.023 -2.330
C -0.254 -3.365 -1.122
C -1.268 -4.313 -1.042
C -1.699 -4.952 -2.190
C -1.113 -4.635 -3.412
C -0.120 -3.672 -3.482
H 4.087 -1.244 -1.634
H 3.000 -0.798 -0.345
H 4.331 -3.394 -0.923
H 2.627 -3.637 -0.641
H 4.499 -2.144 1.273
H 4.101 -3.852 1.449
H 3.627 -4.855 3.623
H 4.168 -5.547 5.910
H 3.600 -4.084 7.827
H 2.524 -1.892 7.421
H 1.999 -1.183 5.124
H -0.309 -3.861 3.652
H -1.177 -6.128 3.961
H -0.195 -8.026 2.700
H 1.654 -7.602 1.106
H 2.521 -5.350 0.789
H 3.467 -0.766 -5.140
H 5.019 -1.953 -6.636
H 5.359 -4.393 -6.386
H 4.126 -5.629 -4.633
H 2.594 -4.446 -3.125
H 0.063 -2.920 -0.187
H -1.707 -4.533 -0.076
H -2.486 -5.695 -2.140
H -1.432 -5.142 -4.315
H 0.309 -3.431 -4.449
O -1.070 -0.033 2.765
N -1.921 -0.788 2.347
O -1.768 -1.141 1.123
N -3.965 3.532 -3.596
C -2.913 3.446 -3.120
N -1.711 3.449 -2.587
C -1.002 2.446 -2.297
N -0.264 1.576 -2.013

HOMO energy   -5.92 eV
Energy relative to the best compared isomer or geometry (same formula, charge and spin)   120.7 kJ/mol
2S+1   1
Net charge   -1
E   -132359.0390 eV
Frontier orbital gap   7.784 eV

# C27H78IN10NbO9P5

C27H78IN10NbO9P5 as an isolated structure in a non-equilibrium geometry (wB97M-V/def2-TZVPD, the OMol25 dataset).

Element x y z (Å)
C 10.373 1.471 7.738
C 9.670 2.616 6.985
O 9.430 2.207 5.631
P 8.675 3.242 4.663
O 9.566 3.549 3.535
C 7.177 2.479 4.008
C 5.989 2.268 4.967
C 6.356 1.607 6.318
Nb 4.937 -0.008 6.957
O 5.723 -0.039 8.832
I 3.183 -2.126 7.800
O 6.234 -1.500 6.317
N 6.695 -1.373 5.042
O 7.859 -1.601 4.991
P 3.121 1.619 7.627
C 2.961 3.107 6.541
C 3.360 2.252 9.358
O 8.383 4.533 5.574
C 7.371 5.432 5.087
C 6.238 5.519 6.107
H 9.890 1.343 8.705
H 10.319 0.563 7.146
H 11.404 1.748 7.953
H 10.330 3.482 7.005
H 8.744 2.839 7.509
H 7.499 1.491 3.671
H 6.875 3.008 3.106
H 5.420 3.187 5.091
H 5.307 1.593 4.449
H 7.313 1.100 6.162
H 6.455 2.339 7.125
H 4.148 -0.112 5.327
H 6.006 0.857 9.049
H 3.785 3.799 6.736
H 2.948 2.804 5.498
H 2.051 3.664 6.773
H 3.541 1.393 9.995
H 2.450 2.782 9.638
H 4.191 2.960 9.364
H 7.847 6.409 5.007
H 7.021 5.182 4.087
H 6.241 4.574 6.653
H 6.416 6.290 6.854
H 5.258 5.603 5.642
O 4.245 -0.141 1.280
P 3.127 -1.096 0.949
N 2.072 -0.741 2.257
C 1.097 -1.643 2.846
C 1.480 0.593 2.214
N 4.067 -2.525 1.277
C 3.835 -3.338 2.450
C 5.512 -2.359 1.120
N 1.948 -2.033 0.041
C 2.386 -3.234 -0.685
C 1.300 -1.157 -0.976
H 0.247 -1.857 2.182
H 0.700 -1.192 3.757
H 1.523 -2.585 3.174
H 0.621 0.649 1.526
H 2.223 1.327 1.897
H 1.135 0.889 3.206
H 3.946 -2.756 3.373
H 4.533 -4.178 2.486
H 2.854 -3.820 2.436
H 5.971 -1.869 1.986
H 5.749 -1.772 0.235
H 5.977 -3.341 0.995
H 3.255 -3.057 -1.323
H 1.560 -3.579 -1.314
H 2.610 -4.049 -0.004
H 2.009 -0.856 -1.754
H 0.910 -0.247 -0.513
H 0.460 -1.668 -1.447
O -1.782 -2.575 -3.042
P -3.025 -3.136 -3.652
N -3.200 -2.161 -5.056
C -4.439 -1.971 -5.788
C -2.090 -2.272 -5.999
N -4.170 -2.661 -2.434
C -5.212 -1.686 -2.705
C -3.585 -2.381 -1.124
N -4.032 -4.459 -4.193
C -4.898 -5.147 -3.222
C -3.172 -5.509 -4.805
H -4.773 -2.872 -6.321
H -4.299 -1.184 -6.532
H -5.253 -1.624 -5.166
H -2.154 -3.179 -6.618
H -1.138 -2.287 -5.467
H -2.072 -1.411 -6.669
H -4.815 -0.714 -3.024
H -5.812 -1.533 -1.805
H -5.921 -2.052 -3.450
H -3.135 -1.383 -1.073
H -2.818 -3.109 -0.869
H -4.362 -2.446 -0.359
H -4.368 -5.460 -2.321
H -5.319 -6.036 -3.701
H -5.744 -4.530 -2.937
H -2.535 -5.995 -4.060
H -2.520 -5.077 -5.568
H -3.784 -6.268 -5.291
O -7.548 -0.509 -6.301
P -8.326 0.593 -6.941
N -7.125 1.813 -7.110
C -7.388 3.230 -7.274
C -6.005 1.427 -7.967
N -9.402 0.970 -5.630
C -9.342 2.242 -4.933
C -9.566 -0.101 -4.650
N -9.433 1.228 -8.136
C -10.882 1.141 -7.893
C -9.186 0.551 -9.440
H -7.835 3.482 -8.245
H -6.443 3.772 -7.196
H -8.017 3.636 -6.491
H -6.246 1.514 -9.037
H -5.709 0.398 -7.764
H -5.138 2.058 -7.768
H -8.363 2.431 -4.474
H -10.099 2.266 -4.147
H -9.603 3.072 -5.592
H -8.733 -0.145 -3.938
H -9.646 -1.071 -5.134
H -10.489 0.059 -4.088
H -11.211 0.138 -7.613
H -11.406 1.432 -8.806
H -11.199 1.841 -7.127
H -9.467 -0.506 -9.405
H -8.129 0.605 -9.708
H -9.750 1.036 -10.235

HOMO energy   -4.30 eV
2S+1   1
Net charge   -1
E   -118686.3415 eV
Frontier orbital gap   5.548 eV

# C5H7P

One molecule with the formula C5H7P in a non-equilibrium geometry (wB97M-V/def2-TZVPD, the OMol25 dataset).

Element x y z (Å)
C -0.740 1.583 1.157
C -0.297 0.262 0.569
P 0.113 -1.135 1.473
C 0.813 -1.945 -0.066
C 0.593 -1.019 -1.211
C 0.102 0.189 -0.812
H -1.758 1.752 0.729
H -0.012 2.310 0.812
H -0.838 1.537 2.185
H 0.389 -2.903 -0.145
H 1.884 -2.292 0.149
H 1.097 -1.166 -2.119
H -0.248 0.934 -1.501

HOMO energy   -8.12 eV
Energy relative to the best compared isomer or geometry (same formula, charge and spin)   0.0 kJ/mol
2S+1   1
E   -14585.6979 eV
Frontier orbital gap   8.429 eV
SMILES string   CC1=PCC=C1

- Which value of E does entry 4 give?
  -132359.0390 eV